Record 1
This record from the OMol25 dataset describes the ion C19H29N2O3 with charge +1. The level of theory is wB97M-V/def2-TZVPD.

Computed properties:
* SMILES: COc1cc(OC)cc(C(=O)N2CC[NH+](C3CCCCC3)CC2)c1
* charge: +1
* orbital gap: 8.33 eV
* energy above the lowest of the compared OMol25 structures with the same formula, charge and spin: 24.8 kcal/mol
* lowest unoccupied orbital energy: -0.094 Ha

Last columns: bonded neighbours and bond lengths (Å).
Cartesian coordinates (Å):
1 O 3.73322 -0.66801 -4.29344  C6 1.410, C24 1.351
2 O 2.51582 2.25967 0.52520  C12 1.207
3 O 3.84034 -2.83218 -0.06843  C13 1.350, C22 1.412
4 N -1.81649 1.29545 0.66602  C8 1.487, C11 1.511, C16 1.485, H50 1.028
5 N 0.64341 1.85184 -0.65884  C9 1.443, C12 1.387, C19 1.438
6 C 3.49745 0.45935 -5.10654  O1 1.410, H25 1.088, H39 1.095, H43 1.094
7 C 2.79751 0.46565 -2.35778  C18 1.394, C24 1.390, H53 1.078
8 C -0.86534 2.30607 1.19985  N4 1.487, C9 1.529, H34 1.091, H41 1.091
9 C -0.04624 2.90084 0.05326  N5 1.443, C8 1.529, H42 1.095, H47 1.093
10 C -3.18590 -0.53392 3.77051  C15 1.525, C17 1.532, H31 1.091, H37 1.089
11 C -2.78511 0.78653 1.70753  N4 1.511, C17 1.525, C20 1.526, H48 1.096
12 C 1.95134 1.57187 -0.29018  O2 1.207, N5 1.387, C18 1.488
13 C 3.54351 -1.78695 -0.86962  O3 1.350, C14 1.400, C21 1.385
14 C 2.93572 -0.69397 -0.23946  C13 1.400, C18 1.381, H30 1.078
15 C -4.44618 -1.12773 3.15039  C10 1.525, C23 1.525, H51 1.089, H52 1.091
16 C -1.06809 0.23686 -0.05731  N4 1.485, C19 1.535, H28 1.090, H49 1.091
17 C -2.15831 -0.20182 2.68451  C10 1.532, C11 1.525, H36 1.091, H40 1.091
18 C 2.56613 0.40846 -0.98411  C7 1.394, C12 1.488, C14 1.381
19 C -0.25152 0.86323 -1.19620  N5 1.438, C16 1.535, H29 1.097, H35 1.091
20 C -4.01575 0.17160 1.04625  C11 1.526, C23 1.531, H26 1.093, H32 1.091
21 C 3.78608 -1.73366 -2.23266  C13 1.385, C24 1.398, H38 1.077
22 C 4.51835 -3.94148 -0.61992  O3 1.412, H44 1.088, H45 1.094, H46 1.093
23 C -5.04528 -0.16865 2.12711  C15 1.525, C20 1.531, H27 1.091, H33 1.089
24 C 3.43138 -0.60508 -2.97787  O1 1.351, C7 1.390, C21 1.398
25 H 3.87977 0.19518 -6.09051  C6 1.088
26 H -4.45621 0.86991 0.32979  C20 1.093
27 H -5.36703 0.74718 2.62596  C23 1.091
28 H -1.76920 -0.49807 -0.45217  C16 1.090
29 H -0.91829 1.33489 -1.92818  C19 1.097
30 H 2.78286 -0.72736 0.82688  C14 1.078
31 H -3.43918 0.37114 4.32528  C10 1.091
32 H -3.75224 -0.74615 0.51807  C20 1.091
33 H -5.92105 -0.61874 1.66093  C23 1.089
34 H -1.42167 3.08859 1.71746  C8 1.091
35 H 0.32236 0.08444 -1.70020  C19 1.091
36 H -1.88712 -1.12600 2.17298  C17 1.091
37 H -2.74740 -1.24202 4.47259  C10 1.089
38 H 4.26774 -2.53839 -2.76168  C21 1.077
39 H 2.42848 0.68270 -5.18328  C6 1.095
40 H -1.26577 0.21773 3.14990  C17 1.091
41 H -0.19348 1.81766 1.90708  C8 1.091
42 H -0.68835 3.45317 -0.64071  C9 1.095
43 H 4.03077 1.33885 -4.73498  C6 1.094
44 H 4.67789 -4.62806 0.20920  C22 1.088
45 H 3.91717 -4.43403 -1.38967  C22 1.094
46 H 5.48393 -3.64882 -1.04011  C22 1.093
47 H 0.70910 3.57749 0.46037  C9 1.093
48 H -3.10554 1.67240 2.26763  C11 1.096
49 H -0.38753 -0.24837 0.64363  C16 1.091
50 H -2.39105 1.77701 -0.03806  N4 1.028
51 H -5.17740 -1.33196 3.93117  C15 1.089
52 H -4.20403 -2.07551 2.66620  C15 1.091
53 H 2.51646 1.35119 -2.90387  C7 1.078

=====

Record 2
This record from the OMol25 dataset describes a cluster of 2 separate species, C12H4Cl4NO5 in total in a non-equilibrium geometry. The level of theory is wB97M-V/def2-TZVPD.

Computed properties:
* charge: -1
* orbital gap: 4.16 eV
* energy above the lowest of the compared OMol25 structures with the same formula, charge and spin: 7.2 kcal/mol
* lowest unoccupied orbital energy: 0.013 Ha

Last columns: bonded neighbours and bond lengths (Å).
Cartesian coordinates (Å):
1 Cl 1.72294 -3.38015 2.87875  C21 1.725
2 Cl 1.68635 -3.05707 -2.49702  C18 1.719
3 Cl 2.68314 -0.42772 3.08074  C13 1.719
4 Cl 1.22856 -4.68342 0.10822  C15 1.729
5 O 2.68446 0.89740 0.47410  C17 1.220
6 O 2.58552 -0.33568 -1.95805  C11 1.218
7 O -3.86646 -0.32896 1.19312  N10 1.236
8 O -3.37809 -1.13882 -0.75724  N10 1.235
9 O -0.42750 -0.38755 0.39820  C12 1.235
10 N -3.24156 -0.28809 0.12700  O7 1.236, O8 1.235, C19 1.460
11 C 2.36709 -0.95855 -0.93408  O6 1.218, C17 1.480, C18 1.432
12 C -0.92976 0.68365 0.04470  O9 1.235, C14 1.428, C19 1.432
13 C 2.34906 -1.13147 1.54880  Cl3 1.719, C17 1.433, C21 1.369
14 C -0.12497 1.83122 -0.22579  C12 1.428, C22 1.363, H25 1.077
15 C 1.75873 -3.03997 0.18890  Cl4 1.729, C18 1.368, C21 1.412
16 C -2.06203 3.13281 -0.74822  C20 1.378, C22 1.390, H24 1.080
17 C 2.49206 -0.30428 0.38730  O5 1.220, C11 1.480, C13 1.433
18 C 1.96560 -2.33240 -0.96298  Cl2 1.719, C11 1.432, C15 1.368
19 C -2.34476 0.83875 -0.11291  N10 1.460, C12 1.432, C20 1.374
20 C -2.87332 2.04717 -0.49874  C16 1.378, C19 1.374, H26 1.078
21 C 1.96860 -2.44309 1.45107  Cl1 1.725, C13 1.369, C15 1.412
22 C -0.68380 3.01389 -0.61035  C14 1.363, C16 1.390, H23 1.078
23 H -0.05647 3.86713 -0.81299  C22 1.078
24 H -2.50048 4.07332 -1.04675  C16 1.080
25 H 0.93971 1.72826 -0.10418  C14 1.077
26 H -3.94260 2.12361 -0.61159  C20 1.078

=====

Record 3
This record from the OMol25 dataset describes a cluster of 2 separate species, C22H29F3INO3S in total in a non-equilibrium geometry. The level of theory is wB97M-V/def2-TZVPD.

Computed properties:
* SMILES: COC(=O)[C@@H]1CCCN1C1=CCCCC1.CC(C)(OSC(F)(F)F)c1ccccc1I
* charge: 0
* orbital gap: 7.78 eV
* energy above the lowest of the compared OMol25 structures with the same formula, charge and spin: 0.0 kcal/mol
* lowest unoccupied orbital energy: 0.014 Ha

Last columns: bonded neighbours and bond lengths (Å).
Cartesian coordinates (Å):
1 I 7.43404 3.28640 0.61422  C12 2.102
2 S 3.64471 3.96751 2.48607  O8 1.692, C26 1.781
3 F 2.76294 6.25248 3.27369  C26 1.362
4 F 4.40160 6.37857 1.80211  C26 1.358
5 F 2.37754 5.77398 1.13589  C26 1.373
6 O -1.31062 -1.78244 -1.39273  C15 1.222
7 O -0.66514 -0.84334 0.57201  C15 1.348, C19 1.431
8 O 4.49408 3.67494 1.05166  S2 1.692, C11 1.457
9 N -3.18873 -3.26410 0.24432  C23 1.444, C30 1.456, C31 1.376
10 C -6.83060 -1.06616 0.15948  C16 1.548, C17 1.528, H34 1.096, H47 1.097
11 C 4.11592 2.49367 0.28656  O8 1.457, C13 1.525, C25 1.517, C29 1.525
12 C 6.22843 2.92421 -1.06952  I1 2.102, C13 1.399, C24 1.408
13 C 4.86181 2.62884 -1.03713  C11 1.525, C12 1.399, C28 1.407
14 C -1.01036 -4.18069 0.56480  C20 1.529, C23 1.545, H40 1.093, H56 1.095
15 C -1.26637 -1.79268 -0.17175  O6 1.222, O7 1.348, C23 1.511
16 C -5.58785 -0.49262 -0.56329  C10 1.548, C18 1.491, H35 1.106, H42 1.097
17 C -6.48013 -1.86294 1.41591  C10 1.528, C21 1.522, H41 1.098, H53 1.096
18 C -4.29419 -1.13603 -0.19560  C16 1.491, C31 1.379, H38 1.099
19 C -0.13207 0.25475 -0.17461  O7 1.431, H44 1.095, H45 1.085, H48 1.097
20 C -1.97492 -5.31824 0.22968  C14 1.529, C30 1.539, H36 1.097, H43 1.096
21 C -5.47939 -2.95853 1.07644  C17 1.522, C31 1.527, H33 1.104, H55 1.106
22 C 6.24391 2.83586 -3.51009  C24 1.401, C27 1.397, H50 1.079
23 C -1.86043 -2.89558 0.67380  N9 1.444, C14 1.545, C15 1.511, H58 1.106
24 C 6.91570 3.02047 -2.29417  C12 1.408, C22 1.401, H60 1.080
25 C 4.57711 1.26945 1.05492  C11 1.517, H46 1.097, H51 1.096, H59 1.098
26 C 3.29144 5.68189 2.15591  S2 1.781, F3 1.362, F4 1.358, F5 1.373
27 C 4.88024 2.53350 -3.48412  C22 1.397, C28 1.391, H52 1.085
28 C 4.20386 2.46760 -2.27080  C13 1.407, C27 1.391, H32 1.090
29 C 2.60992 2.56040 0.05480  C11 1.525, H37 1.101, H39 1.098, H57 1.099
30 C -3.38732 -4.70634 0.24950  N9 1.456, C20 1.539, H49 1.104, H54 1.103
31 C -4.25976 -2.40522 0.34294  N9 1.376, C18 1.379, C21 1.527
32 H 3.12818 2.29427 -2.29893  C28 1.090
33 H -5.16626 -3.46378 2.00686  C21 1.104
34 H -7.54581 -0.26761 0.38876  C10 1.096
35 H -5.77479 -0.65088 -1.64207  C16 1.106
36 H -1.90817 -6.14716 0.94545  C20 1.097
37 H 2.36794 3.51865 -0.42988  C29 1.101
38 H -3.37406 -0.65609 -0.55810  C18 1.099
39 H 2.27319 1.73138 -0.58207  C29 1.098
40 H -0.50611 -4.33966 1.52092  C14 1.093
41 H -7.38619 -2.29945 1.85679  C17 1.098
42 H -5.54537 0.59431 -0.42094  C16 1.097
43 H -1.76339 -5.72038 -0.76817  C20 1.096
44 H 0.42324 -0.11194 -1.04408  C19 1.095
45 H 0.52407 0.77844 0.51268  C19 1.085
46 H 4.42359 0.35807 0.46344  C25 1.097
47 H -7.32818 -1.75217 -0.53769  C10 1.097
48 H -0.95505 0.90060 -0.50638  C19 1.097
49 H -3.90762 -5.02516 1.16969  C30 1.104
50 H 6.78441 2.91990 -4.44046  C22 1.079
51 H 4.02858 1.17113 1.99856  C25 1.096
52 H 4.34129 2.35372 -4.40874  C27 1.085
53 H -6.02744 -1.19073 2.15445  C17 1.096
54 H -4.00197 -5.04776 -0.60093  C30 1.103
55 H -5.97402 -3.71549 0.43977  C21 1.106
56 H -0.24761 -4.07998 -0.21373  C14 1.095
57 H 2.04126 2.49144 0.99273  C29 1.099
58 H -1.86007 -2.53631 1.71954  C23 1.106
59 H 5.64769 1.35196 1.28254  C25 1.098
60 H 7.97332 3.24109 -2.28088  C24 1.080

=====

Short version: DFT total energy = -29290.535 -74323.562 -58003.950 eV, in the order given.